Entry 1:
ORCA calculation (wB97M-V/def2-TZVPD) on a structure of composition C36H41N4S3Tm at a distorted geometry.

Last column: Mulliken spin population.
Element x y z (Å)
Tm: 1.400 0.634 0.388  2.04
S: 4.146 0.561 0.309  0.00
S: 1.642 1.236 -2.324  0.00
S: 2.525 0.713 2.798  0.00
N: -0.279 1.895 0.689  -0.01
N: 5.287 0.794 5.387  0.00
N: 7.569 1.052 1.634  0.00
N: -0.019 -1.198 0.487  -0.02
C: 4.145 0.663 2.012  0.00
C: 1.096 4.499 1.183  0.00
C: -4.398 1.861 -0.343  0.00
C: 0.278 -2.548 -3.157  0.00
C: 2.091 -3.279 0.847  0.00
C: -0.963 3.066 0.486  0.00
C: 5.241 0.759 4.252  0.00
C: 2.358 -2.609 2.182  0.00
C: -2.429 1.447 -1.879  0.00
C: 1.207 4.024 2.626  0.00
C: -1.738 -3.001 0.241  0.00
C: -3.212 -2.415 -1.714  0.00
C: 6.529 0.788 2.122  0.00
C: -0.387 -2.549 0.431  0.00
C: 1.186 -2.952 -4.090  0.00
C: 2.306 -0.824 -4.182  0.00
C: -1.064 -5.346 0.444  0.00
C: 2.093 3.936 0.208  0.00
C: 2.704 -2.621 -0.409  0.00
C: 0.394 -1.196 -2.703  0.00
C: 0.244 -4.936 0.634  0.00
C: 0.586 -3.565 0.620  0.00
C: -0.912 0.893 1.498  -0.01
C: 2.158 -2.097 -4.627  0.00
C: -0.377 4.336 0.768  0.00
C: -2.892 1.755 -0.467  0.00
C: -2.283 3.055 0.084  0.00
C: 1.425 -0.378 -3.155  0.00
C: -2.044 -4.349 0.254  0.00
C: -3.042 4.213 0.030  0.00
C: -1.134 5.482 0.580  0.00
C: -3.984 -1.865 0.536  0.00
C: -2.487 5.436 0.243  0.00
C: -2.774 -2.060 -0.314  0.00
C: 5.254 0.707 2.788  0.00
C: -0.922 -0.466 1.304  0.00
H: 0.997 -3.903 -4.631  0.00
H: -2.363 -2.243 -2.357  0.00
H: 1.779 -1.673 2.239  0.00
H: 2.806 3.292 0.747  0.00
H: -4.359 -2.849 0.792  0.00
H: -3.517 -3.490 -1.789  0.00
H: 1.020 -5.625 0.853  0.00
H: -0.528 -3.233 -2.773  0.00
H: 2.820 4.647 -0.146  0.00
H: 3.373 -2.273 2.368  0.00
H: 2.248 3.979 2.968  0.00
H: -1.402 1.304 -1.899  0.00
H: -4.640 2.301 0.599  0.00
H: -4.045 4.121 -0.322  0.00
H: 2.831 -2.407 -5.410  0.00
H: -0.332 -0.839 -2.047  0.00
H: -1.400 1.382 2.353  0.00
H: -3.034 0.533 -2.274  0.00
H: 0.794 3.025 2.746  0.00
H: -3.097 6.311 0.102  0.00
H: 2.999 -0.066 -4.506  0.00
H: -2.553 2.234 -2.623  0.00
H: -2.682 0.889 0.124  0.00
H: 0.649 4.716 3.231  0.00
H: -1.395 -6.389 0.538  0.00
H: 1.983 -3.347 3.009  0.00
H: -3.659 -1.591 1.450  0.00
H: 2.436 -1.550 -0.629  0.00
H: -4.733 2.488 -1.129  0.00
H: -2.219 -1.146 -0.408  0.00
H: -1.566 -0.916 1.983  0.00
H: -4.793 -1.255 0.139  0.00
H: 2.635 -3.233 -1.322  0.00
H: -0.615 6.496 0.630  0.00
H: -4.970 0.906 -0.480  0.00
H: 2.531 -4.276 0.813  0.00
H: 1.175 5.574 1.183  0.00
H: 3.783 -2.586 -0.296  0.00
H: -3.145 -4.651 0.124  0.00
H: -3.990 -1.685 -2.002  0.00
H: 1.657 3.479 -0.650  0.00

## Properties
2S+1	3
highest occupied orbital energy (alpha / beta)	-1.839 / -1.848	eV
HOMO-LUMO gap (alpha / beta)	6.08 / 6.09	eV
maximum force	3.77	eV Å⁻¹
net charge	-2

Entry 2:
ORCA calculation (wB97M-V/def2-TZVPD) on a cluster of 3 separate species, C3H12NO2 in total at a distorted geometry.

Last column: natural (NBO) charge in e.
Element x y z (Å)
O: -1.051 -2.346 -4.139  -0.95
O: -0.040 -0.775 -1.245  -0.96
N: -1.120 -0.333 1.094  -0.74
C: -0.033 0.328 1.881  -0.10
C: 1.785 2.151 1.726  -0.67
C: 0.456 1.467 1.309  -0.10
H: 2.671 2.232 0.973  0.27
H: -0.163 2.066 0.674  0.21
H: -1.786 -2.745 -4.644  0.48
H: -0.339 -0.703 -2.184  0.54
H: -0.987 -0.639 0.047  0.48
H: 1.431 3.074 2.271  0.25
H: 0.560 -1.450 -1.067  0.50
H: -1.541 -1.058 1.696  0.43
H: 0.275 -0.302 2.681  0.23
H: -1.808 0.394 0.887  0.43
H: -0.396 -2.863 -4.619  0.47
H: 2.086 1.503 2.661  0.22

## Properties
highest occupied orbital energy	-14.001	eV
HOMO-LUMO gap	10.91	eV
maximum force	3.59	eV Å⁻¹
energy relative to the best compared isomer or geometry (same formula, charge and spin)	50.5	kcal per mole
net charge	+1

Entry 3:
ORCA calculation (wB97M-V/def2-TZVPD) on a structure of composition C18H19Cl3GeKN8PSe.

Last column: Mulliken spin population.
Element x y z (Å)
Se: -2.474 -2.602 -4.357  0.00
Ge: 2.535 -1.612 -0.370  0.56
K: -1.080 -0.604 -1.107  0.02
Cl: 3.493 -1.906 -2.269  0.13
Cl: 3.794 -0.389 0.867  0.11
Cl: 2.295 -3.561 0.513  0.12
P: 0.745 2.297 0.970  -0.01
N: -1.733 -2.617 -2.719  0.00
N: -3.067 -4.272 -4.228  0.00
N: 2.472 2.568 -1.201  0.00
N: 0.952 0.998 -1.531  0.01
N: -1.865 1.839 -0.040  0.00
N: -1.596 3.786 0.970  0.00
N: 1.029 0.497 3.064  0.00
N: 0.147 -0.463 1.278  0.02
C: 0.226 -1.377 2.292  0.00
C: 1.725 1.117 -2.650  0.00
C: -2.696 -4.732 -3.054  0.00
C: 0.640 0.667 1.771  0.01
C: 1.422 1.886 -0.666  0.02
C: -1.494 -4.259 -0.932  0.00
C: -0.995 4.904 1.682  0.00
C: -2.894 3.732 0.553  0.00
C: 0.778 -0.802 3.398  0.00
C: -1.782 -5.518 -0.535  0.01
C: 2.674 2.080 -2.459  0.00
C: -2.984 -6.058 -2.583  0.00
C: -1.003 2.621 0.588  0.00
C: -2.540 -6.424 -1.362  0.00
C: -1.955 -3.816 -2.217  -0.01
C: 1.651 1.458 3.962  0.00
C: -3.045 2.519 -0.062  0.00
C: 3.328 3.555 -0.561  0.00
H: 3.479 4.392 -1.238  0.00
H: 4.288 3.104 -0.311  0.00
H: -0.193 5.346 1.094  0.00
H: -0.896 -3.600 -0.314  0.00
H: -1.766 5.651 1.846  0.00
H: -3.546 -6.723 -3.223  0.00
H: -3.936 2.118 -0.513  0.00
H: 2.580 1.040 4.344  0.00
H: -0.606 4.579 2.645  0.00
H: 1.011 -1.188 4.375  0.00
H: -3.578 4.542 0.734  0.00
H: 3.463 2.453 -3.088  0.00
H: 0.980 1.682 4.790  0.00
H: -0.099 -2.396 2.171  0.00
H: 1.869 2.370 3.416  0.00
H: 2.850 3.910 0.347  0.00
H: 1.572 0.501 -3.521  0.00
H: -2.740 -7.416 -0.984  0.00
H: -1.432 -5.874 0.424  0.00

## Properties
2S+1	2
highest occupied orbital energy (alpha / beta)	-11.051 / -11.431	eV
HOMO-LUMO gap (alpha / beta)	7.90 / 6.91	eV
maximum force	0.60	eV Å⁻¹
energy relative to the best compared isomer or geometry (same formula, charge and spin)	0.0	kcal per mole
net charge	+1

Entry 4:
ORCA calculation (wB97M-V/def2-TZVPD) on a structure of composition C9H19BI2NO4.

Last column: natural (NBO) charge in e.
Element x y z (Å)
I: -2.491 1.451 3.539  0.09
I: -2.707 0.603 -0.042  0.02
O: -1.001 4.861 1.532  -0.54
O: -1.485 -2.515 -1.067  -0.73
O: -0.524 3.619 -0.303  -0.54
O: -2.693 5.091 2.939  -0.51
N: 1.496 -2.267 -1.215  -0.20
C: 2.730 -1.460 -0.968  -0.40
C: -0.248 3.945 0.816  0.81
C: -0.672 -2.885 0.030  -0.09
C: -2.274 4.545 1.970  0.82
C: 1.877 -3.698 -1.377  -0.41
C: 0.863 -1.769 -2.481  -0.41
C: -3.050 3.539 1.167  -0.99
C: 0.939 3.459 1.584  -0.73
C: 0.602 -2.080 -0.013  -0.23
B: -2.763 2.048 1.529  0.23
H: 2.334 -4.049 -0.455  0.23
H: 2.585 -3.773 -2.198  0.24
H: 0.431 -0.790 -2.294  0.24
H: 0.991 -4.280 -1.607  0.24
H: 0.373 -1.015 0.025  0.24
H: -0.476 -3.961 0.045  0.18
H: 1.207 -2.344 0.854  0.23
H: 3.403 -1.588 -1.811  0.23
H: 0.701 2.467 1.975  0.24
H: 1.179 4.107 2.420  0.25
H: 0.095 -2.463 -2.797  0.25
H: -4.091 3.719 1.453  0.31
H: 3.204 -1.808 -0.055  0.23
H: 2.448 -0.415 -0.871  0.24
H: -1.154 -2.623 0.977  0.21
H: -2.286 -3.049 -1.061  0.50
H: 1.778 3.377 0.896  0.24
H: -2.961 3.705 0.098  0.29
H: 1.643 -1.700 -3.235  0.22

## Properties
highest occupied orbital energy	-11.961	eV
HOMO-LUMO gap	9.18	eV
maximum force	0.54	eV Å⁻¹
net charge	+1

What did the fourth record say?
ORCA calculation (wB97M-V/def2-TZVPD) on a structure of composition C9H19BI2NO4.

Last column: natural (NBO) charge in e.
Element x y z (Å)
I: -2.491 1.451 3.539  0.09
I: -2.707 0.603 -0.042  0.02
O: -1.001 4.861 1.532  -0.54
O: -1.485 -2.515 -1.067  -0.73
O: -0.524 3.619 -0.303  -0.54
O: -2.693 5.091 2.939  -0.51
N: 1.496 -2.267 -1.215  -0.20
C: 2.730 -1.460 -0.968  -0.40
C: -0.248 3.945 0.816  0.81
C: -0.672 -2.885 0.030  -0.09
C: -2.274 4.545 1.970  0.82
C: 1.877 -3.698 -1.377  -0.41
C: 0.863 -1.769 -2.481  -0.41
C: -3.050 3.539 1.167  -0.99
C: 0.939 3.459 1.584  -0.73
C: 0.602 -2.080 -0.013  -0.23
B: -2.763 2.048 1.529  0.23
H: 2.334 -4.049 -0.455  0.23
H: 2.585 -3.773 -2.198  0.24
H: 0.431 -0.790 -2.294  0.24
H: 0.991 -4.280 -1.607  0.24
H: 0.373 -1.015 0.025  0.24
H: -0.476 -3.961 0.045  0.18
H: 1.207 -2.344 0.854  0.23
H: 3.403 -1.588 -1.811  0.23
H: 0.701 2.467 1.975  0.24
H: 1.179 4.107 2.420  0.25
H: 0.095 -2.463 -2.797  0.25
H: -4.091 3.719 1.453  0.31
H: 3.204 -1.808 -0.055  0.23
H: 2.448 -0.415 -0.871  0.24
H: -1.154 -2.623 0.977  0.21
H: -2.286 -3.049 -1.061  0.50
H: 1.778 3.377 0.896  0.24
H: -2.961 3.705 0.098  0.29
H: 1.643 -1.700 -3.235  0.22

## Properties
highest occupied orbital energy	-11.961	eV
HOMO-LUMO gap	9.18	eV
maximum force	0.54	eV Å⁻¹
net charge	+1

Look up the net charge of the third one.
+1

Which formula does entry 2 have?
C3H12NO2